{"formula": "C8H9N3O", "method": "ωB97M-V with the def2-TZVPD basis set", "orbital_gap_ev": 10.469, "lumo_ha": 0.014, "e_above_lowest_kcal_mol": 20.7, "smiles": "C[C@]1(C(C#N)C#N)CCC(=O)N1", "species": ["C", "C", "C", "C", "N", "C", "N", "C", "C", "C", "O", "N", "H", "H", "H", "H", "H", "H", "H", "H", "H"], "positions_angstrom": [[-0.50, -0.41, 1.60], [-0.03, -0.11, 0.17], [-0.24, -1.51, -0.71], [-1.57, -2.00, -0.66], [-2.53, -2.63, -0.63], [0.74, -2.46, -0.37], [1.45, -3.30, -0.09], [1.34, 0.46, -0.12], [1.18, 2.05, -0.13], [-0.38, 2.17, -0.36], [-1.11, 3.06, -0.72], [-0.93, 0.92, -0.40], [-1.62, -0.72, 1.45], [-0.42, 0.51, 2.11], [0.13, -1.21, 1.98], [-0.08, -1.24, -1.75], [1.61, 0.14, -1.10], [2.03, 0.11, 0.59], [1.41, 2.60, -1.08], [1.47, 2.79, 0.62], [-1.94, 0.77, -0.39]], "lowdin_charge": [0.0064, -0.4402, -0.2394, -0.2072, 0.2053, -0.2136, 0.2088, -0.0809, -0.0124, -0.4750, 0.0604, 0.1090, 0.1259, 0.0718, 0.0892, 0.1643, 0.1135, 0.1051, 0.1279, 0.1179, 0.1631]}

{"formula": "C7H9N3O2", "method": "ωB97M-V with the def2-TZVPD basis set", "orbital_gap_ev": [8.713, 8.712], "lumo_ha": [0.003, 0.003], "e_above_lowest_kcal_mol": 111.3, "species": ["C", "C", "C", "C", "C", "C", "C", "N", "N", "N", "O", "O", "H", "H", "H", "H", "H", "H", "H", "H", "H"], "positions_angstrom": [[-0.65, -1.27, 2.24], [-0.25, -0.46, 1.17], [-0.47, -1.35, 0.08], [1.75, -0.32, -1.57], [0.40, 0.89, 0.83], [0.33, 0.11, -1.38], [-1.25, 1.78, -0.87], [-0.94, -2.52, 0.41], [-1.03, -2.44, 1.75], [0.03, 1.18, -0.56], [2.79, 0.61, -1.42], [2.09, -1.46, -1.95], [-0.64, -1.03, 3.35], [0.23, 1.67, 1.50], [1.59, 0.82, 0.78], [-0.22, -0.32, -2.23], [-1.51, 2.55, -0.11], [-1.13, 2.15, -1.91], [-1.93, 1.00, -1.01], [-1.56, -3.09, 2.27], [2.38, 1.50, -1.37]], "lowdin_charge": [-0.0892, -0.1676, -0.0601, -0.4334, -0.1072, -0.0613, -0.0426, 0.0516, -0.0483, -0.2302, 0.0609, 0.0691, 0.1357, 0.0953, 0.1559, 0.1485, 0.1109, 0.1003, 0.0624, 0.1387, 0.1108]}

{"formula": "C4H12N4O", "method": "ωB97M-V with the def2-TZVPD basis set", "orbital_gap_ev": 8.040, "lumo_ha": 0.029, "e_above_lowest_kcal_mol": 70.4, "species": ["C", "C", "C", "C", "N", "N", "N", "O", "N", "H", "H", "H", "H", "H", "H", "H", "H", "H", "H", "H", "H"], "positions_angstrom": [[-1.28, 0.07, 0.40], [-0.63, -1.28, 0.52], [-2.25, 0.40, -0.69], [1.31, -0.12, -0.41], [-1.38, 0.81, 1.52], [2.22, -0.40, 0.71], [2.09, -0.14, -1.63], [0.87, 1.29, -0.21], [0.16, -0.91, -0.59], [1.16, 1.74, -1.01], [-1.59, 1.80, 1.43], [-0.72, 0.61, 2.26], [1.87, -0.97, 1.47], [2.58, 0.43, 1.17], [2.97, -0.62, -1.50], [1.57, -0.63, -2.35], [-1.33, -2.08, 0.28], [-0.15, -1.40, 1.51], [-2.27, 1.47, -0.90], [-1.96, -0.14, -1.59], [-3.25, 0.07, -0.39]], "lowdin_charge": [-0.3474, -0.2178, -0.0294, -0.6994, 0.1567, 0.0959, 0.0766, -0.0833, 0.0212, 0.0715, 0.1121, 0.1100, 0.0503, 0.0718, 0.0676, 0.0689, 0.1159, 0.1058, 0.0830, 0.0824, 0.0878]}

{"formula": "C33H78F12N12O27S12", "method": "ωB97M-V with the def2-TZVPD basis set", "orbital_gap_ev": 5.362, "lumo_ha": -0.091, "species": ["C", "C", "O", "N", "H", "H", "C", "H", "H", "H", "H", "H", "H", "C", "C", "O", "N", "H", "H", "C", "H", "H", "H", "H", "H", "H", "C", "C", "O", "N", "H", "H", "C", "H", "H", "H", "H", "H", "H", "C", "C", "C", "N", "C", "C", "C", "C", "C", "H", "H", "H", "H", "H", "H", "H", "H", "H", "H", "H", "H", "H", "H", "H", "H", "H", "H", "C", "C", "C", "N", "C", "C", "C", "C", "C", "H", "H", "H", "H", "H", "H", "H", "H", "H", "H", "H", "H", "H", "H", "H", "H", "H", "H", "C", "C", "C", "N", "C", "C", "C", "C", "C", "H", "H", "H", "H", "H", "H", "H", "H", "H", "H", "H", "H", "H", "H", "H", "H", "H", "H", "N", "S", "O", "O", "F", "S", "O", "O", "F", "N", "S", "O", "O", "F", "S", "O", "O", "F", "N", "S", "O", "O", "F", "S", "O", "O", "F", "N", "S", "O", "O", "F", "S", "O", "O", "F", "N", "S", "O", "O", "F", "S", "O", "O", "F", "N", "S", "O", "O", "F", "S", "O", "O", "F"], "positions_angstrom": [[1.63, -4.68, 5.09], [2.05, -3.55, 6.03], [3.07, -2.85, 5.92], [1.12, -3.27, 7.23], [0.17, -3.41, 6.94], [1.27, -4.03, 7.89], [1.26, -1.92, 7.95], [0.56, -4.69, 4.88], [2.07, -5.60, 5.46], [2.16, -4.48, 4.16], [0.86, -2.16, 8.94], [0.71, -1.13, 7.45], [2.32, -1.65, 8.03], [-5.99, -3.69, -2.08], [-5.00, -3.77, -0.98], [-4.23, -4.71, -0.79], [-5.28, -2.70, 0.17], [-5.22, -1.81, -0.31], [-6.20, -2.87, 0.55], [-4.25, -2.65, 1.29], [-6.24, -4.67, -2.49], [-5.63, -3.17, -2.96], [-6.84, -3.06, -1.81], [-3.33, -2.50, 0.72], [-4.34, -3.65, 1.72], [-4.57, -1.88, 1.99], [4.74, -4.55, 2.10], [3.52, -4.44, 1.25], [2.98, -3.39, 1.15], [2.97, -5.69, 0.58], [3.20, -6.51, 1.12], [1.98, -5.71, 0.43], [3.66, -5.81, -0.77], [4.62, -3.99, 3.03], [5.55, -4.12, 1.51], [4.97, -5.58, 2.36], [3.26, -6.65, -1.33], [4.71, -6.06, -0.67], [3.55, -4.99, -1.48], [-1.65, 3.00, -1.03], [-0.40, 3.82, -0.78], [0.05, 4.71, -1.94], [1.58, 4.92, -1.87], [2.03, 5.41, -0.55], [2.35, 3.61, -2.22], [2.70, 3.88, -3.72], [3.14, 5.30, -3.70], [2.02, 5.96, -2.94], [-2.59, 3.54, -0.94], [-1.72, 2.15, -0.35], [-1.82, 2.61, -2.03], [0.40, 3.14, -0.49], [-0.62, 4.28, 0.18], [-0.39, 5.69, -1.77], [-0.10, 4.18, -2.88], [3.06, 5.67, -0.80], [2.03, 4.66, 0.24], [1.55, 6.36, -0.32], [3.33, 3.61, -1.74], [1.82, 2.68, -2.01], [3.61, 3.32, -3.95], [1.94, 3.57, -4.44], [4.08, 5.32, -3.16], [3.37, 5.58, -4.73], [2.37, 6.83, -2.38], [1.12, 6.35, -3.41], [-1.49, 1.14, -10.42], [-1.39, 0.46, -9.11], [-1.01, 1.38, -7.94], [-0.94, 0.66, -6.54], [-2.18, -0.21, -6.32], [-0.81, 1.68, -5.31], [-0.12, 0.96, -4.18], [0.56, -0.26, -4.80], [0.35, -0.17, -6.38], [-0.62, 1.80, -10.50], [-2.46, 1.64, -10.48], [-1.37, 0.40, -11.21], [-0.58, -0.27, -9.11], [-2.38, 0.02, -9.00], [-1.73, 2.18, -7.78], [-0.09, 1.91, -8.19], [-2.23, -0.62, -5.31], [-2.11, -1.02, -7.05], [-3.08, 0.37, -6.51], [-1.79, 2.11, -5.09], [-0.18, 2.44, -5.77], [-0.80, 0.52, -3.44], [0.44, 1.52, -3.43], [0.21, -1.18, -4.34], [1.60, -0.11, -4.52], [0.11, -1.08, -6.93], [1.11, 0.42, -6.90], [1.70, -1.39, -0.95], [0.68, -0.77, -0.04], [1.12, -1.09, 1.45], [0.34, -0.33, 2.57], [0.72, -1.05, 3.90], [-1.15, -0.18, 2.29], [-1.67, 0.98, 3.16], [-0.51, 1.95, 3.12], [0.75, 1.17, 2.73], [1.58, -2.47, -0.95], [2.71, -1.13, -0.62], [1.52, -1.02, -1.96], [-0.21, -1.33, -0.28], [0.73, 0.30, -0.24], [2.09, -0.64, 1.62], [1.19, -2.16, 1.68], [0.24, -2.02, 3.79], [0.28, -0.52, 4.74], [1.81, -1.12, 3.94], [-1.58, -1.17, 2.43], [-1.19, 0.18, 1.26], [-2.03, 0.68, 4.15], [-2.53, 1.40, 2.65], [-0.32, 2.32, 4.13], [-0.77, 2.77, 2.46], [1.49, 1.26, 3.52], [1.13, 1.38, 1.73], [1.56, -3.64, -6.61], [0.14, -3.95, -6.59], [-0.75, -3.11, -5.73], [-0.24, -5.36, -6.75], [-0.25, -3.36, -8.03], [1.91, -4.17, -5.06], [1.69, -5.60, -4.74], [1.68, -3.16, -4.01], [3.46, -4.15, -5.28], [-4.78, 5.43, 3.52], [-3.85, 4.62, 2.71], [-4.40, 3.49, 1.97], [-2.56, 4.41, 3.35], [-3.55, 5.77, 1.70], [-4.76, 4.39, 4.92], [-4.10, 4.97, 6.08], [-4.69, 2.91, 4.83], [-6.32, 4.67, 5.31], [3.41, 1.77, 7.55], [3.02, 3.07, 6.58], [1.77, 2.92, 5.81], [4.05, 3.99, 6.10], [2.34, 3.85, 7.85], [3.91, 1.01, 6.40], [5.23, 1.35, 5.87], [2.94, 0.30, 5.51], [4.35, -0.24, 7.37], [5.00, 3.56, 1.02], [4.20, 2.04, 0.91], [2.92, 1.98, 0.15], [4.27, 1.01, 1.94], [5.24, 1.37, -0.16], [4.50, 3.77, 2.44], [5.40, 3.24, 3.45], [3.06, 3.83, 2.66], [4.80, 5.36, 2.56], [-1.48, -3.29, 6.26], [-2.34, -4.63, 5.64], [-2.19, -4.87, 4.22], [-3.59, -5.07, 6.29], [-1.47, -5.77, 6.26], [-2.67, -2.43, 6.08], [-3.68, -2.42, 7.16], [-3.12, -2.09, 4.72], [-1.83, -1.07, 6.39], [-5.02, -0.36, -1.23], [-3.61, -0.23, -2.08], [-2.37, -0.19, -1.31], [-3.67, 0.46, -3.40], [-3.51, -1.80, -2.53], [-4.90, 0.85, -0.37], [-4.70, 2.18, -1.01], [-4.24, 0.58, 0.91], [-6.49, 0.96, 0.11]], "lowdin_charge": [0.0327, -0.3123, 0.1414, 0.0936, 0.0583, 0.1726, 0.0676, 0.0624, 0.1014, 0.0677, 0.1058, 0.1032, 0.0868, 0.0113, -0.3203, 0.1350, 0.0758, 0.0440, 0.1730, 0.0379, 0.1087, 0.0958, 0.0987, 0.1002, 0.1018, 0.1055, 0.0426, -0.3949, 0.1780, 0.1284, 0.1711, 0.1860, 0.0355, 0.1104, 0.1191, 0.0917, 0.1119, 0.1120, 0.1184, -0.0887, -0.2170, -0.0664, -0.2380, 0.0173, -0.0630, -0.1761, -0.1655, -0.0824, 0.0791, 0.0675, 0.0586, 0.0881, 0.1267, 0.1434, 0.1245, 0.1078, 0.0993, 0.1237, 0.1160, 0.1034, 0.1236, 0.1033, 0.1314, 0.1304, 0.1245, 0.1326, -0.1020, -0.2658, -0.0977, -0.2105, 0.0243, -0.0591, -0.1695, -0.1222, -0.0446, 0.0810, 0.0907, 0.0895, 0.1193, 0.1134, 0.1294, 0.1256, 0.0945, 0.0913, 0.1113, 0.1295, 0.1136, 0.0899, 0.0981, 0.0875, 0.1126, 0.0888, 0.1285, -0.1083, -0.2097, -0.0889, -0.2094, 0.0313, -0.0892, -0.1209, -0.1247, -0.0514, 0.0618, 0.0811, 0.0648, 0.0995, 0.1011, 0.1126, 0.0957, 0.0844, 0.1040, 0.0839, 0.1206, 0.1036, 0.1151, 0.0976, 0.1198, 0.1023, 0.1139, 0.0950, -0.2550, 0.4113, -0.3366, -0.2918, -0.2123, 0.5898, -0.2940, -0.3168, -0.1844, -0.2622, 0.3425, -0.3152, -0.3188, -0.1861, 0.6558, -0.3016, -0.3162, -0.2317, -0.2424, 0.5915, -0.2958, -0.2538, -0.2307, 0.4298, -0.2728, -0.3495, -0.2687, -0.2474, 0.6119, -0.3575, -0.2832, -0.2329, 0.4091, -0.2598, -0.2969, -0.2120, -0.2850, 0.5587, -0.2924, -0.2494, -0.1908, 0.4349, -0.2615, -0.2913, -0.2189, -0.3123, 0.6248, -0.2934, -0.2921, -0.2043, 0.5048, -0.2621, -0.2806, -0.2005]}

{"formula": "C3H6N4O", "method": "ωB97M-V with the def2-TZVPD basis set", "orbital_gap_ev": 8.691, "lumo_ha": -0.016, "e_above_lowest_kcal_mol": 149.0, "species": ["C", "C", "C", "H", "H", "H", "H", "H", "H", "N", "N", "N", "N", "O"], "positions_angstrom": [[-0.02, -1.85, 0.22], [0.56, 0.52, 0.32], [-0.67, 2.62, -0.29], [0.03, -3.53, -1.18], [-1.61, -2.08, -1.49], [0.79, -0.97, 1.71], [1.48, 0.16, 0.82], [1.23, 2.47, 0.05], [-1.79, 2.15, -0.29], [-0.42, -2.60, -0.70], [0.62, -2.12, 1.35], [-0.24, -0.49, -0.18], [0.38, 1.87, -0.08], [-0.35, 3.85, -0.24]], "lowdin_charge": [-0.7704, -0.1074, -0.3031, 0.1700, 0.3114, 0.0854, 0.1208, 0.1766, 0.1866, 0.0312, 0.0571, 0.0582, 0.0299, -0.0462]}

{"formula": "C5H11NO3", "method": "ωB97M-V with the def2-TZVPD basis set", "orbital_gap_ev": 9.446, "lumo_ha": 0.030, "e_above_lowest_kcal_mol": 46.3, "smiles": "COC(C)=O.NCC=O", "species": ["C", "O", "C", "C", "O", "H", "H", "H", "H", "H", "H", "N", "C", "C", "O", "H", "H", "H", "H", "H"], "positions_angstrom": [[-1.36, 1.98, 0.74], [-0.15, 1.69, 0.04], [-0.15, 0.74, -0.90], [1.10, 0.76, -1.72], [-1.17, 0.11, -1.21], [-1.81, 2.89, 0.33], [-1.09, 2.12, 1.78], [-2.08, 1.15, 0.66], [1.42, -0.27, -1.91], [1.89, 1.29, -1.20], [0.87, 1.21, -2.68], [1.33, -0.96, 1.46], [0.02, -1.46, 1.15], [-0.42, -1.89, -0.41], [0.40, -2.27, -1.20], [2.05, -1.55, 1.06], [1.46, -0.01, 1.14], [-0.77, -0.81, 1.54], [-0.11, -2.43, 1.64], [-1.44, -2.28, -0.33]], "lowdin_charge": [-0.0385, -0.0504, -0.5331, 0.0331, 0.0474, 0.0990, 0.0962, 0.0912, 0.0799, 0.0881, 0.1028, 0.0142, -0.2184, -0.2742, 0.0267, 0.0785, 0.0490, 0.0912, 0.1030, 0.1144]}

{"formula": "C4H5ClN2", "method": "ωB97M-V with the def2-TZVPD basis set", "orbital_gap_ev": [7.673, 7.588], "lumo_ha": [-0.003, -0.006], "e_above_lowest_kcal_mol": 185.4, "species": ["C", "C", "C", "C", "N", "N", "Cl", "H", "H", "H", "H", "H"], "positions_angstrom": [[-0.04, 0.78, -0.18], [-1.55, -0.08, 0.62], [-0.10, -1.61, -0.28], [1.26, 1.33, 0.08], [-0.15, -0.35, -0.92], [-1.29, -1.02, -0.50], [-3.02, 0.61, 0.71], [0.07, -2.47, -0.96], [0.32, -1.61, 0.74], [2.07, 0.84, -0.34], [1.27, 2.38, -0.19], [1.17, 1.20, 1.21]], "lowdin_charge": [-0.1575, -0.6089, -0.1648, -0.0803, -0.0554, -0.1291, 0.6763, 0.1303, 0.1299, 0.0580, 0.0750, 0.1266]}

no.,energy (eV),maximum force (eV Å⁻¹)
1,-14958.317,3.82
2,-15966.090,4.25
3,-12348.253,2.82
4,-271261.805,12.92
5,-11210.317,11.54
6,-12994.845,4.12
7,-19723.905,5.90